5
Properties=species:S:1:pos:R:3:nbo_charge:R:1 method="wB97M-V/def2-TZVPD" multiplicity=1 largest_force_ev_per_a=3.1 e_tot_ev=-79207.9359 charge=0
C 0.57687 -0.24807 0.46257 -0.38
Br 0.38881 -1.97579 -0.29565 0.11
I 2.34496 0.75128 0.17496 0.25
H -1.89110 0.74881 0.18812 0.03
H -1.41954 0.72376 -0.53000 -0.01